ORCA calculation (ωB97M-V with the def2-TZVPD basis set) on a molecular structure, C56H42Cl2N2O5P2ReS.

Summary:
Total charge: +2
E_LUMO (spin up / spin down) (eV): -5.91 / -6.15
Spin multiplicity: 2
Expectation value of S²: 0.756
Relative energy (zero: lowest compared OMol25 entry of this formula, charge and spin) (eV): 0.000

The geometry in XYZ format:
```
111
Properties=species:S:1:pos:R:3:forces:R:3
Re -0.348486 0.221347 -0.868360 -0.159 0.119 -0.240
O 2.826465 -0.474627 -0.554768 -0.011 0.003 -0.052
S 1.712931 -0.198221 0.348037 0.212 -0.096 0.274
C 2.264197 1.017439 1.520470 0.006 0.052 -0.075
C 3.461503 0.604310 2.079740 0.033 -0.041 0.004
C 4.211372 1.377583 2.970949 0.000 0.031 0.004
C 3.745787 2.629145 3.256936 0.003 -0.023 0.012
C 4.317943 3.695568 4.150260 -0.015 -0.001 -0.013
C 3.401954 4.922008 3.933748 0.003 -0.012 -0.016
C 2.327781 4.435979 2.998842 -0.013 0.023 0.006
C 1.262059 5.098684 2.460729 0.011 0.010 0.002
C 0.443801 4.385446 1.577675 -0.031 -0.002 0.000
C 0.629307 3.055471 1.225473 0.006 0.000 -0.004
P -0.655873 2.477369 0.096566 0.042 -0.055 -0.024
C -2.232586 2.596881 0.995181 0.012 0.026 0.032
C -2.310346 2.978149 2.332625 -0.008 0.024 -0.003
C -3.537141 3.002072 2.984210 0.026 0.009 -0.026
C -4.696910 2.653487 2.309748 -0.004 0.009 -0.001
C -4.631156 2.275487 0.974521 -0.004 0.027 0.005
C -3.407108 2.238585 0.328027 -0.048 0.092 0.032
C -0.683671 3.743956 -1.208770 0.021 -0.013 -0.021
C 0.541488 4.126999 -1.760158 -0.013 0.029 -0.003
C 0.581043 4.998127 -2.837254 -0.004 -0.018 0.010
C -0.600106 5.494519 -3.374260 0.010 0.009 -0.006
C -1.819958 5.129970 -2.822537 -0.022 -0.009 -0.004
C -1.866593 4.258034 -1.740640 -0.014 0.004 -0.017
C 1.754423 2.338215 1.751931 -0.005 -0.005 0.018
C 2.562431 3.091596 2.639881 0.001 -0.008 0.015
C 1.523453 -1.701270 1.292384 -0.025 0.016 -0.008
C 1.641016 -1.736036 2.659894 -0.025 0.052 0.023
C 1.842202 -2.935408 3.375671 0.017 -0.019 -0.001
C 2.017518 -4.089008 2.664527 -0.010 0.000 0.002
C 2.356086 -5.493910 3.096671 0.013 0.017 -0.015
C 2.472182 -6.301977 1.775470 -0.002 0.017 -0.007
C 2.138221 -5.314261 0.685383 -0.003 -0.014 -0.008
C 2.057421 -5.449693 -0.674110 0.014 -0.007 0.004
C 1.614525 -4.343264 -1.421756 0.000 -0.005 0.003
C 1.344105 -3.105242 -0.868565 -0.042 0.013 0.058
P 0.280739 -2.018644 -1.857256 0.025 -0.009 -0.084
C -1.141226 -3.143162 -2.043325 -0.020 0.029 -0.057
C -1.537613 -3.745036 -3.231627 -0.053 0.001 -0.003
C -2.590869 -4.655025 -3.232910 0.012 0.013 -0.009
C -3.241123 -4.978083 -2.053459 0.004 0.000 0.017
C -2.829118 -4.401116 -0.856162 0.000 0.019 0.013
C -1.784773 -3.492264 -0.853285 -0.062 -0.030 -0.001
C 1.064496 -1.773782 -3.460539 0.058 0.006 0.015
C 0.303897 -1.481621 -4.594002 0.014 0.011 -0.027
C 0.929613 -1.196080 -5.796315 -0.015 0.000 0.008
C 2.316147 -1.178569 -5.868060 0.005 -0.006 -0.012
C 3.075924 -1.446112 -4.739004 0.007 -0.009 0.018
C 2.456448 -1.744286 -3.534456 0.007 -0.003 -0.023
C 1.561199 -2.906602 0.524230 0.019 -0.019 -0.018
C 1.887812 -4.053743 1.260136 -0.010 -0.005 0.026
H 3.846373 -0.369817 1.804006 -0.001 0.017 0.000
H 5.132556 0.990386 3.385067 -0.011 0.003 -0.002
H 5.357757 3.902949 3.898207 0.000 0.000 -0.006
H 4.307937 3.359786 5.188318 0.002 0.002 0.003
H 3.942916 5.754498 3.482085 0.001 0.006 0.002
H 2.975377 5.294338 4.865204 -0.005 -0.008 0.003
H 1.050297 6.136257 2.683293 0.005 -0.016 -0.004
H -0.393643 4.917340 1.138600 -0.003 -0.001 0.006
H -1.416936 3.242284 2.880906 -0.010 0.007 -0.023
H -3.582257 3.298423 4.024076 0.002 0.001 -0.002
H -5.651379 2.679396 2.819286 0.005 0.000 -0.004
H -5.534528 2.011328 0.439238 0.003 0.000 0.005
H -3.374481 1.930132 -0.709538 0.016 -0.014 -0.047
H 1.469495 3.744644 -1.351840 0.005 -0.003 0.000
H 1.536021 5.281754 -3.259042 -0.008 -0.005 0.004
H -0.568372 6.178043 -4.212509 0.000 -0.006 0.007
H -2.740192 5.537768 -3.220817 0.013 -0.002 0.009
H -2.824099 4.019028 -1.295854 0.021 0.026 -0.016
H 1.626823 -0.808655 3.211961 -0.031 -0.002 0.006
H 1.919762 -2.905007 4.454661 -0.001 0.001 -0.012
H 1.580374 -5.894308 3.750622 -0.006 0.004 -0.008
H 3.285290 -5.510869 3.666820 -0.005 -0.001 0.002
H 1.789433 -7.151762 1.754452 0.002 0.000 0.001
H 3.476488 -6.703546 1.636612 0.002 0.004 -0.004
H 2.268551 -6.386302 -1.173426 -0.007 0.008 0.009
H 1.432747 -4.488046 -2.481780 -0.005 0.000 0.007
H -1.021018 -3.535844 -4.157873 -0.013 -0.044 0.027
H -2.890415 -5.121291 -4.162386 0.007 0.001 0.010
H -4.052134 -5.694390 -2.059917 0.006 0.012 0.001
H -3.310556 -4.674727 0.075038 0.012 0.005 -0.023
H -1.435476 -3.081410 0.088713 -0.010 0.036 0.051
H -0.779857 -1.487575 -4.549026 0.013 0.042 -0.008
H 0.336796 -0.987301 -6.677441 0.006 -0.002 0.009
H 2.804286 -0.952556 -6.806777 -0.004 0.003 0.009
H 4.156097 -1.417394 -4.791806 -0.017 -0.004 0.001
H 3.050407 -1.934919 -2.650191 -0.004 0.008 -0.004
Cl -5.902639 -1.353682 3.863882 0.015 0.013 -0.004
C -4.460908 -1.026601 2.979332 -0.079 -0.048 -0.070
C -3.330459 -0.560450 3.663128 0.127 0.034 0.035
C -2.156643 -0.287034 2.999397 -0.021 -0.028 0.127
Cl -0.825682 0.391925 3.855938 0.056 -0.081 0.010
C -2.058615 -0.489627 1.611975 0.186 0.011 -0.284
O -0.924829 -0.323496 0.972799 0.122 0.033 0.569
C -3.228039 -0.882069 0.937591 -0.009 -0.100 -0.064
C -3.226566 -0.829234 -0.469844 -0.055 -0.134 0.096
O -2.287687 -0.383916 -1.168748 -0.549 -0.056 -0.266
C -4.422735 -1.172608 1.620475 -0.075 -0.067 0.078
H -3.385079 -0.395688 4.731393 0.001 -0.002 -0.003
H -4.128480 -1.135256 -1.006755 0.064 -0.002 -0.034
H -5.305206 -1.478943 1.071952 0.022 0.004 -0.002
N -1.194758 1.040798 -2.798209 0.117 0.058 0.002
N -0.183618 1.464504 -3.660815 -0.065 -0.045 -0.070
C 1.084338 1.541894 -3.116399 -0.031 -0.064 0.084
O 2.020497 2.020868 -3.673281 0.090 0.030 -0.035
O 1.111869 0.987370 -1.894595 0.118 0.144 -0.035
H -1.751892 0.309176 -3.232064 0.015 -0.033 -0.007
H -1.802223 1.828684 -2.562268 -0.019 -0.039 0.003
H -0.423922 2.071361 -4.430158 0.019 0.045 0.041
```
Forces are in eV/Å.


ORCA calculation (ωB97M-V with the def2-TZVPD basis set) on a single C4H10OS molecule in a non-equilibrium geometry.

Summary:
SMILES string: COCCCS
E_LUMO (eV): 0.96
Relative energy (zero: lowest compared OMol25 entry of this formula, charge and spin) (eV): 1.855

The geometry in XYZ format:
```
16
Properties=species:S:1:pos:R:3:forces:R:3
C -0.805874 1.617532 2.611795 -0.392 0.981 -1.407
O -1.110023 0.327264 2.164174 -1.327 -1.444 0.318
C -0.134399 -0.349418 1.429038 0.102 -1.664 1.203
C -0.192886 -0.088726 -0.017728 -0.885 -4.277 -2.163
C 0.778745 -0.941735 -0.938052 0.866 2.471 1.792
S 0.656235 -0.287523 -2.640549 0.154 0.223 0.738
H -1.166619 1.714244 3.651650 0.973 -0.043 -0.159
H -1.564815 2.223016 2.034270 1.342 0.366 0.439
H 0.315215 1.898175 2.362664 -2.260 -0.236 0.871
H 0.698893 0.065648 1.864276 3.046 0.569 0.422
H -0.044865 -1.459826 1.709041 -0.801 1.374 -0.482
H -1.158489 -0.513450 -0.391497 0.172 1.285 0.344
H -0.020150 0.904444 -0.238109 -0.109 2.246 -0.512
H 0.523143 -1.952394 -1.016734 -0.674 -1.469 0.288
H 1.797254 -0.893259 -0.473724 -0.499 0.096 -0.860
H 1.127325 -1.430258 -3.076763 0.291 -0.477 -0.833
```
Forces are in eV/Å.


ORCA calculation (ωB97M-V with the def2-TZVPD basis set) on 2 unconnected molecules or ions with the total composition C14H16 in a non-equilibrium geometry.

Summary:
SMILES string: Cc1ccccc1.Cc1ccccc1
E_LUMO (eV): 0.90
Relative energy (zero: lowest compared OMol25 entry of this formula, charge and spin) (eV): 2.720

The geometry in XYZ format:
```
30
Properties=species:S:1:pos:R:3:forces:R:3
C -1.608752 3.629458 -2.580202 1.647 4.511 -4.738
C -1.199752 2.673982 -1.644365 0.194 -0.902 1.459
C -0.041259 2.886729 -0.935513 0.443 -0.935 0.408
C 0.305571 1.998424 0.118349 0.915 1.853 -1.380
C -0.558026 0.977801 0.419803 -0.777 -0.868 1.754
C -1.694714 0.745287 -0.406775 0.626 -0.229 3.480
C -2.024236 1.630358 -1.368224 -1.500 -1.165 -0.902
H -2.289484 3.402501 -3.418238 -0.392 -0.340 1.045
H -0.656355 3.831669 -3.254800 -1.537 0.126 1.235
H -1.842982 4.643010 -2.129195 -0.001 -1.161 -0.550
H 0.523301 3.745165 -1.308354 0.387 -0.357 0.694
H 1.306165 2.155153 0.561986 -0.893 -0.211 0.292
H -0.410988 0.445759 1.441258 -0.301 0.474 -2.275
H -2.439010 0.085639 0.018524 0.051 -0.516 -0.487
H -2.980669 1.493194 -1.905174 0.658 0.234 0.218
C 1.700018 -0.983357 -0.650914 -3.216 -1.775 1.320
C 1.358437 -1.991360 0.480436 0.198 0.941 0.084
C 1.452945 -1.387623 1.782796 -2.208 -3.657 -1.413
C 0.835556 -2.075348 2.823422 0.382 0.380 2.306
C 0.447199 -3.447972 2.723744 -0.968 0.912 0.463
C 0.447595 -4.020750 1.456168 -0.722 -1.051 -0.796
C 0.866040 -3.296788 0.276392 0.222 0.769 4.154
H 1.785660 -1.666377 -1.475873 0.155 0.858 -1.245
H 2.526769 -0.450805 -0.366956 2.722 0.897 0.214
H 0.911964 -0.150625 -0.612662 0.822 -1.901 -1.012
H 1.820387 -0.417625 1.720563 0.444 1.658 0.858
H 0.641325 -1.561591 3.844517 0.657 -0.871 -1.772
H -0.016834 -3.940073 3.659469 0.900 0.687 -1.861
H -0.032972 -5.065548 1.310034 1.150 1.776 0.287
H 0.867096 -3.888293 -0.580205 -0.058 -0.140 -1.841
```
Forces are in eV/Å.


ORCA calculation (ωB97M-V with the def2-TZVPD basis set) on a single C2H4N2OS molecule in a non-equilibrium geometry.

Summary:
SMILES string: [H]/N=C(/N)SC=O
E_LUMO (eV): 0.69
Relative energy (zero: lowest compared OMol25 entry of this formula, charge and spin) (eV): 1.403

The geometry in XYZ format:
```
10
Properties=species:S:1:pos:R:3:forces:R:3
H 1.488630 -2.017102 -0.399534 -0.128 -0.430 -0.624
N 1.725239 -1.039879 -0.400128 0.832 0.112 0.261
C 0.780585 -0.359799 0.063713 -0.713 0.473 0.799
N 0.885705 1.017359 0.269230 0.509 -0.373 -1.223
S -0.790707 -1.147620 0.438542 0.086 0.248 0.453
C -1.942701 0.048518 -0.167600 -0.610 0.509 -0.982
O -3.126797 -0.159386 -0.142779 0.551 0.124 0.226
H 1.780692 1.280188 -0.145735 -0.269 0.322 0.486
H 0.699833 1.429427 1.171440 -0.150 -0.354 -0.027
H -1.500481 0.948296 -0.687150 -0.108 -0.631 0.630
```
Forces are in eV/Å.


ORCA calculation (ωB97M-V with the def2-TZVPD basis set) on a molecular structure, C22H20N6O5SW.

Summary:
Total charge: +4
E_LUMO (eV): -15.54

The geometry in XYZ format:
```
55
Properties=species:S:1:pos:R:3:forces:R:3
W -0.403966 -0.121798 0.283895 -0.112 0.643 0.018
O -1.618578 1.144485 -1.158681 0.058 -0.357 -0.111
C -1.585063 0.855776 -2.600382 -0.066 0.197 0.014
C -1.474902 -0.626199 -2.716400 0.113 -0.197 -0.029
N -0.284061 -1.132877 -1.951310 -0.118 0.068 0.031
C -0.368088 -2.619436 -1.841966 0.232 0.319 -0.007
C -1.001472 -2.945360 -0.520649 0.037 -0.043 -0.634
O -1.784147 -3.739290 -0.212931 -0.082 -0.245 0.398
O -0.524040 -1.934784 0.432693 -0.201 0.097 0.197
C 0.998185 -0.688623 -2.567847 -0.235 -0.160 0.175
C 1.453531 0.627801 -1.991233 -0.232 -0.297 -0.523
O 2.079968 1.488771 -2.435845 0.254 0.308 0.135
O 0.934784 0.683220 -0.616624 0.203 0.032 0.330
H -1.868670 2.075934 -1.027306 0.137 -0.128 0.272
H -0.758762 1.400206 -3.052928 0.069 0.066 -0.038
H -2.512470 1.199661 -3.052854 -0.081 0.067 0.022
H -1.402415 -0.917203 -3.765470 0.028 -0.048 -0.067
H -2.362193 -1.102187 -2.299446 -0.073 -0.049 0.019
H 0.625720 -3.067040 -1.867491 0.036 -0.055 0.029
H -0.957903 -3.055114 -2.645392 -0.050 -0.049 -0.068
H 0.921081 -0.597213 -3.650256 -0.001 0.031 -0.103
H 1.784334 -1.411311 -2.346290 0.064 -0.044 -0.020
N -1.906522 2.598085 3.014601 0.107 0.646 0.487
C -0.700246 3.318287 2.831288 -0.401 -0.124 0.157
C -0.242508 4.469844 3.437637 -0.008 0.169 0.131
C 0.992871 4.933250 3.009551 -0.042 0.058 0.070
C 1.719157 4.268836 2.017125 0.001 -0.012 -0.009
C 1.247301 3.109252 1.419322 -0.056 -0.117 -0.035
C 0.013007 2.638680 1.851178 -0.030 -0.206 -0.121
N -0.787580 1.516597 1.470624 0.204 -0.625 -0.307
C -1.929799 1.568658 2.223579 0.371 0.070 -0.331
C -2.920454 0.558935 1.987395 0.080 0.055 -0.133
C -4.134177 0.317259 2.525573 -0.298 -0.037 0.222
S -4.813428 -1.075750 1.815860 -0.266 -0.063 0.013
C -3.460627 -1.264165 0.839174 -0.166 -0.180 -0.017
N -2.530189 -0.346325 1.014572 0.647 0.162 -0.043
H -2.644088 2.862825 3.660949 0.016 0.032 0.008
H -0.809378 4.991559 4.199783 0.020 -0.021 -0.027
H 1.399329 5.834399 3.450193 -0.006 -0.004 -0.009
H 2.670021 4.679100 1.703202 0.001 -0.029 -0.009
H 1.816358 2.623390 0.642256 0.051 -0.003 -0.043
H -4.654107 0.862817 3.304076 0.002 -0.060 -0.052
H -3.385585 -2.085380 0.142946 -0.036 -0.018 0.024
N 0.386388 -2.161778 6.134058 0.106 0.071 -0.281
C 0.898650 -1.831140 5.158669 -0.039 -0.044 0.245
C 1.479392 -1.365627 3.931712 0.140 -0.130 0.268
C 2.861817 -1.308085 3.712071 0.041 -0.021 0.032
C 3.329783 -0.809786 2.503936 0.148 -0.055 0.149
C 2.434577 -0.393716 1.546689 -0.034 0.075 0.122
N 1.104307 -0.477929 1.760775 -0.442 0.161 -0.386
C 0.633453 -0.953199 2.931181 0.074 0.101 -0.102
H 3.547233 -1.645187 4.481662 0.008 0.018 -0.001
H 4.390560 -0.734253 2.302433 0.004 -0.013 0.028
H 2.768829 0.031386 0.614979 0.011 -0.002 -0.087
H -0.435086 -1.014390 3.071093 -0.182 -0.015 -0.006
```
Forces are in eV/Å.